Below is a 16-piece molecular cluster, C54H151N11O21 overall in a non-equilibrium geometry, with properties calculated with wB97M-V/def2-TZVPD.

The geometry in ORCA input format:
```
! wB97M-V def2-TZVPD RIJCOSX def2/J DEFGRID3
* xyz 0 1
C 0.68 6.44 -1.34
C 0.83 5.83 -2.72
O -0.37 5.52 -3.35
O 0.21 7.76 -1.46
H 1.70 6.51 -0.90
H 0.02 5.81 -0.75
H 1.33 4.89 -2.75
H 1.57 6.39 -3.32
H -0.89 6.35 -3.50
H -0.76 7.85 -1.43
C -2.29 -1.24 3.01
C -2.59 -1.21 4.48
O -3.95 -1.58 4.74
O -2.44 -2.55 2.54
H -1.22 -1.01 2.88
H -2.84 -0.49 2.41
H -2.49 -0.22 4.90
H -1.90 -1.95 4.94
H -4.27 -2.36 4.16
H -2.48 -2.61 1.55
C 0.61 2.53 2.97
C 0.22 3.67 2.12
O -0.57 3.26 0.96
O -0.52 1.84 3.51
H 1.31 2.79 3.76
H 1.15 1.84 2.33
H 1.11 4.16 1.76
H -0.42 4.36 2.60
H -0.35 2.33 0.84
H -0.26 1.15 4.18
C 1.23 -7.14 -1.49
C 0.51 -6.35 -2.55
O -0.76 -5.86 -2.09
O 1.79 -6.32 -0.46
H 2.05 -7.68 -1.89
H 0.49 -7.76 -0.98
H 0.43 -6.98 -3.48
H 1.07 -5.46 -2.91
H -1.59 -6.30 -2.51
H 1.20 -6.29 0.29
C 3.73 -0.81 2.86
C 4.20 -0.40 1.44
O 3.33 0.58 0.89
O 3.54 0.27 3.78
H 4.26 -1.60 3.36
H 2.74 -1.34 2.74
H 4.26 -1.42 0.97
H 5.19 -0.06 1.37
H 3.59 0.56 -0.07
H 3.10 1.01 3.27
C 0.26 1.49 7.06
C 1.36 0.64 6.36
C 1.91 -0.29 7.40
O 2.48 0.43 8.51
C 2.79 -0.39 9.59
N 0.92 0.00 5.07
H 0.67 1.90 8.04
H -0.70 0.94 7.26
H 0.06 2.35 6.43
H 2.18 1.36 6.02
H 2.73 -0.94 7.13
H 1.10 -1.03 7.75
H 2.09 -1.28 9.54
H 2.69 0.13 10.52
H 3.78 -0.89 9.54
H 0.39 -0.83 5.26
H 1.68 -0.10 4.37
C -4.85 -3.35 -1.74
C -3.39 -2.85 -1.75
C -3.42 -1.31 -1.72
O -3.95 -0.82 -2.92
C -4.54 0.45 -2.79
N -2.63 -3.29 -0.56
H -5.33 -3.23 -2.70
H -5.40 -2.75 -1.00
H -4.85 -4.41 -1.34
H -2.81 -3.05 -2.68
H -2.33 -0.97 -1.61
H -3.97 -1.02 -0.82
H -5.43 0.50 -2.10
H -4.85 0.81 -3.76
H -3.87 1.21 -2.35
H -2.66 -4.27 -0.39
H -1.69 -3.08 -0.74
C 0.87 1.82 -1.93
C 0.14 0.62 -1.33
C 0.75 -0.64 -2.00
O -0.01 -1.77 -1.70
C 0.17 -2.81 -2.59
N 0.22 0.60 0.15
H 1.95 1.79 -1.75
H 0.46 2.66 -1.44
H 0.70 1.98 -2.98
H -0.89 0.61 -1.60
H 1.76 -0.76 -1.60
H 0.87 -0.44 -3.11
H 1.17 -3.21 -2.78
H -0.39 -2.43 -3.51
H -0.37 -3.67 -2.18
H 1.16 0.29 0.41
H -0.53 -0.01 0.46
C -2.33 6.10 1.00
C -2.70 6.27 -0.44
C -4.01 5.57 -0.87
O -4.07 5.78 -2.27
C -5.29 5.17 -2.75
N -2.69 7.62 -0.93
H -3.06 6.51 1.66
H -1.34 6.55 1.20
H -2.28 5.04 1.20
H -1.90 5.85 -1.02
H -4.95 5.99 -0.52
H -4.03 4.54 -0.59
H -5.19 4.04 -2.52
H -5.29 5.43 -3.82
H -6.16 5.67 -2.21
H -3.09 7.58 -1.86
H -3.22 8.27 -0.37
C 3.78 5.25 1.48
C 2.81 6.47 1.72
C 2.50 6.70 3.25
O 3.65 7.31 3.84
C 3.73 6.98 5.22
N 3.23 7.64 0.94
H 3.52 4.53 2.21
H 4.80 5.61 1.74
H 3.78 4.87 0.42
H 1.87 6.13 1.24
H 2.32 5.69 3.77
H 1.62 7.33 3.29
H 3.73 5.89 5.38
H 2.87 7.40 5.78
H 4.68 7.35 5.64
H 3.84 8.32 1.44
H 2.41 8.16 0.63
C 6.36 0.94 -2.76
C 4.86 1.02 -2.50
C 4.04 1.03 -3.80
O 3.96 -0.23 -4.40
C 3.22 -0.26 -5.68
N 4.37 -0.09 -1.59
H 7.06 1.12 -1.89
H 6.67 1.77 -3.42
H 6.57 -0.04 -3.22
H 4.71 2.02 -2.01
H 4.59 1.79 -4.50
H 3.02 1.47 -3.58
H 3.20 -1.31 -6.01
H 3.76 0.32 -6.43
H 2.23 0.12 -5.56
H 4.18 -0.83 -2.27
H 5.19 -0.37 -1.04
C -3.20 -10.31 -5.51
C -2.29 -9.09 -5.46
C -2.67 -8.40 -4.17
O -2.06 -7.13 -3.87
C -2.32 -6.02 -4.76
N -0.91 -9.48 -5.60
H -4.24 -10.10 -5.18
H -2.68 -11.05 -4.86
H -3.21 -10.66 -6.58
H -2.52 -8.37 -6.22
H -2.48 -8.94 -3.24
H -3.75 -8.23 -4.24
H -1.86 -6.21 -5.71
H -1.80 -5.13 -4.38
H -3.41 -6.02 -4.87
H -0.27 -8.84 -5.17
H -0.69 -10.26 -5.00
C -4.05 2.20 1.03
C -4.51 2.96 2.24
C -5.92 3.45 2.24
O -6.24 4.10 1.08
C -7.54 4.56 1.04
N -4.26 2.34 3.54
H -4.45 2.62 0.10
H -4.38 1.16 1.19
H -2.96 2.20 0.94
H -4.02 3.98 2.22
H -6.22 4.00 3.11
H -6.60 2.49 2.28
H -8.24 3.76 0.77
H -7.56 5.40 0.43
H -7.90 4.90 2.05
H -3.30 2.43 3.97
H -4.55 1.39 3.52
C -1.61 3.95 -6.15
C -1.69 2.59 -5.54
C -0.35 1.94 -5.64
O -0.48 0.63 -5.06
C -1.46 -0.20 -5.66
N -2.23 2.77 -4.17
H -1.13 4.08 -7.10
H -1.11 4.67 -5.50
H -2.59 4.29 -6.44
H -2.49 1.98 -6.06
H 0.25 2.46 -4.95
H 0.14 1.85 -6.64
H -1.39 -0.09 -6.77
H -2.42 0.03 -5.23
H -1.27 -1.22 -5.34
H -1.69 3.38 -3.59
H -2.57 1.92 -3.80
C 6.32 -3.29 1.24
C 4.97 -4.00 1.26
C 4.89 -5.21 0.33
O 5.30 -4.93 -0.99
C 4.38 -4.09 -1.68
N 4.65 -4.17 2.72
H 6.36 -2.68 2.10
H 6.59 -2.83 0.28
H 7.08 -4.08 1.46
H 4.28 -3.22 0.93
H 3.88 -5.68 0.39
H 5.65 -5.94 0.70
H 3.34 -4.41 -1.65
H 4.68 -4.01 -2.70
H 4.29 -3.14 -1.27
H 5.41 -4.65 3.26
H 3.86 -4.69 2.84
C 1.65 -3.88 4.86
C 0.24 -3.92 4.26
C 0.07 -4.76 2.98
O 1.04 -4.66 1.96
C 0.59 -3.53 1.09
N -0.75 -4.43 5.20
H 2.19 -4.82 4.80
H 1.61 -3.55 5.88
H 2.26 -3.10 4.38
H -0.10 -2.90 4.01
H -0.92 -4.62 2.64
H 0.10 -5.81 3.34
H 1.16 -3.40 0.16
H 0.63 -2.54 1.62
H -0.48 -3.70 0.79
H -1.70 -4.13 5.00
H -0.84 -5.40 5.22
*
```

Energy above the lowest of the compared OMol25 structures with the same formula, charge and spin in kJ/mol: 325.5
HOMO in eV: -8.728
HOMO-LUMO gap in eV: 9.07
M in u: 1290.858



Below is a 15-piece molecular cluster, C54H151N13O15 overall in a non-equilibrium geometry, with properties calculated with wB97M-V/def2-TZVPD.

The geometry in ORCA input format:
```
! wB97M-V def2-TZVPD RIJCOSX def2/J DEFGRID3
* xyz 0 1
C 3.15 2.54 -3.65
C 3.79 1.21 -3.25
C 4.29 0.54 -4.53
O 4.85 -0.76 -4.26
C 5.57 -1.13 -5.44
N 4.88 1.42 -2.36
H 3.88 3.20 -4.11
H 2.73 3.04 -2.77
H 2.36 2.34 -4.35
H 2.93 0.65 -2.86
H 5.08 1.17 -4.82
H 3.41 0.43 -5.21
H 4.94 -0.83 -6.29
H 5.70 -2.20 -5.47
H 6.55 -0.64 -5.39
H 5.36 0.54 -2.24
H 4.56 1.76 -1.45
C -0.53 -4.33 2.36
C 0.71 -5.05 2.98
C 0.37 -6.05 4.06
O 1.62 -6.68 4.43
C 1.46 -7.85 5.21
N 1.55 -5.60 1.95
H -1.09 -3.86 3.18
H -1.16 -5.10 1.99
H -0.25 -3.48 1.67
H 1.22 -4.26 3.53
H -0.32 -6.83 3.65
H -0.12 -5.67 4.93
H 0.71 -8.54 4.78
H 1.07 -7.57 6.23
H 2.44 -8.27 5.34
H 1.01 -6.30 1.44
H 2.36 -6.03 2.41
C -1.62 -9.37 -1.81
C -3.13 -8.96 -1.85
C -3.31 -7.55 -2.49
O -2.89 -6.49 -1.58
C -3.03 -5.24 -2.20
N -3.90 -10.01 -2.51
H -1.15 -9.39 -2.80
H -1.59 -10.33 -1.23
H -1.08 -8.62 -1.22
H -3.54 -8.92 -0.87
H -4.38 -7.38 -2.78
H -2.78 -7.52 -3.45
H -3.90 -5.21 -2.83
H -2.20 -5.00 -2.88
H -3.09 -4.48 -1.40
H -3.75 -9.98 -3.53
H -4.92 -9.71 -2.37
C -3.84 4.02 -2.29
C -4.36 3.07 -3.39
C -5.84 2.67 -3.11
O -5.87 2.12 -1.80
C -7.18 1.97 -1.27
N -4.17 3.49 -4.78
H -2.86 4.33 -2.65
H -3.88 3.63 -1.31
H -4.47 4.92 -2.19
H -3.81 2.17 -3.23
H -6.22 1.87 -3.78
H -6.46 3.64 -3.13
H -7.07 1.56 -0.29
H -7.90 1.45 -1.88
H -7.63 2.98 -1.23
H -4.24 4.49 -4.91
H -3.16 3.27 -4.96
C -4.65 3.12 1.15
C -3.80 3.42 2.34
C -2.35 3.54 1.96
O -2.20 4.59 1.05
C -0.95 4.61 0.44
N -4.34 4.68 2.90
H -4.21 2.48 0.43
H -4.96 4.06 0.68
H -5.55 2.58 1.41
H -3.94 2.70 3.19
H -2.00 2.59 1.50
H -1.69 3.78 2.79
H -0.75 3.59 0.07
H -0.08 4.88 1.14
H -0.95 5.30 -0.37
H -4.08 4.88 3.89
H -3.95 5.50 2.37
C 3.70 4.12 5.19
C 4.08 4.75 3.86
C 5.54 4.74 3.54
O 6.30 5.51 4.45
C 7.65 5.09 4.59
N 3.42 4.10 2.69
H 3.82 3.02 5.06
H 2.68 4.38 5.45
H 4.47 4.37 5.98
H 3.83 5.87 3.88
H 5.72 5.12 2.55
H 5.97 3.70 3.57
H 7.76 4.04 4.82
H 8.07 5.62 5.42
H 8.21 5.34 3.66
H 3.15 4.81 2.02
H 2.57 3.68 3.02
C 2.60 9.24 -0.11
C 2.97 7.73 0.05
C 4.42 7.59 0.40
O 4.99 6.34 0.58
C 4.84 5.52 -0.61
N 2.20 6.95 1.02
H 3.52 9.79 -0.44
H 2.34 9.77 0.81
H 1.76 9.41 -0.84
H 2.81 7.20 -0.87
H 4.59 8.14 1.30
H 4.91 8.10 -0.44
H 4.10 4.73 -0.41
H 5.77 4.95 -0.71
H 4.64 6.14 -1.52
H 2.37 7.36 1.92
H 1.17 6.94 0.88
C 0.96 -1.22 3.74
C 2.08 -0.61 4.63
C 3.25 -1.54 4.96
O 2.67 -2.51 5.78
C 3.46 -3.62 5.87
N 2.60 0.58 3.94
H 0.44 -0.46 3.12
H 0.11 -1.67 4.29
H 1.37 -2.02 3.14
H 1.71 -0.24 5.57
H 4.03 -1.00 5.50
H 3.73 -2.00 4.06
H 4.38 -3.44 6.58
H 3.85 -3.99 4.87
H 2.84 -4.44 6.28
H 2.63 0.50 2.89
H 3.42 1.00 4.27
C 4.50 -1.34 1.37
C 3.13 -1.90 0.97
C 3.00 -2.00 -0.58
O 1.96 -2.85 -0.94
C 1.92 -2.76 -2.38
N 3.07 -3.16 1.72
H 4.70 -0.35 1.12
H 5.22 -1.91 0.90
H 4.64 -1.40 2.46
H 2.36 -1.24 1.35
H 3.94 -2.31 -1.07
H 2.88 -0.95 -1.08
H 1.02 -3.24 -2.65
H 2.81 -3.25 -2.81
H 1.91 -1.77 -2.66
H 2.35 -3.79 1.44
H 4.00 -3.55 1.73
C -7.23 -2.66 -2.59
C -5.78 -2.30 -2.21
C -4.93 -2.10 -3.48
O -3.55 -1.96 -3.13
C -2.79 -1.44 -4.17
N -5.73 -1.11 -1.40
H -7.58 -1.99 -3.45
H -7.82 -2.50 -1.76
H -7.36 -3.71 -2.91
H -5.28 -3.10 -1.67
H -5.28 -1.20 -4.06
H -5.02 -2.93 -4.19
H -1.82 -1.17 -3.78
H -3.36 -0.58 -4.63
H -2.66 -2.17 -4.97
H -4.78 -0.78 -1.26
H -6.15 -0.36 -1.91
C -2.04 0.75 -0.94
C -0.88 -0.25 -1.00
C 0.07 0.39 -0.05
O 0.64 1.56 -0.57
C 1.58 2.10 0.32
N -1.35 -1.59 -0.60
H -1.63 1.71 -1.05
H -2.54 0.72 0.03
H -2.78 0.50 -1.69
H -0.36 -0.20 -1.94
H 0.90 -0.27 0.18
H -0.53 0.54 0.90
H 2.38 1.37 0.46
H 1.13 2.34 1.28
H 1.93 2.97 -0.19
H -0.54 -2.20 -0.50
H -2.12 -2.07 -1.06
C -0.55 1.82 -4.22
C -0.29 1.54 -5.74
C -0.18 0.08 -6.01
O 0.75 -0.69 -5.25
C 0.70 -2.09 -5.47
N -1.24 2.22 -6.56
H 0.01 1.31 -3.41
H -1.54 1.56 -4.00
H -0.48 2.87 -4.06
H 0.69 1.98 -5.94
H 0.16 -0.03 -7.05
H -1.17 -0.32 -5.94
H 0.94 -2.40 -6.47
H -0.39 -2.43 -5.39
H 1.41 -2.62 -4.85
H -2.20 2.00 -6.38
H -1.01 2.17 -7.54
C -3.45 -1.65 3.15
C -4.33 -1.56 1.88
C -5.04 -2.89 1.73
O -4.23 -3.93 1.26
C -4.87 -5.14 1.11
N -5.38 -0.54 1.93
H -2.60 -0.92 3.18
H -2.95 -2.67 3.10
H -4.01 -1.49 4.08
H -3.57 -1.50 1.04
H -5.87 -2.73 1.01
H -5.47 -3.18 2.65
H -4.89 -5.61 2.15
H -4.24 -5.85 0.50
H -5.87 -5.13 0.63
H -5.99 -0.64 1.08
H -4.98 0.43 1.97
C -0.17 2.46 4.91
O 0.88 2.77 3.95
H -0.24 1.41 5.19
H 0.06 2.94 5.86
H -1.14 2.89 4.60
H 1.51 2.00 4.06
C 6.17 1.86 1.19
O 4.80 1.77 1.31
H 6.74 1.13 1.79
H 6.51 1.60 0.16
H 6.53 2.91 1.35
H 4.39 2.63 1.62
*
```

Energy above the lowest of the compared OMol25 structures with the same formula, charge and spin in kJ/mol: 0.0
HOMO in eV: -8.556
HOMO-LUMO gap in eV: 9.06
M in u: 1222.878